# 1
Entry from OMol25: an isolated ion of composition C3H3N2O3 and charge -1 at a distorted geometry (ωB97M-V with the def2-TZVPD basis set).

Summary:
maximum force: 4.27 eV/Å
HOMO-LUMO gap: 8.0 eV

Geometry as ORCA input:
```
! wB97M-V def2-TZVPD RIJCOSX def2/J DEFGRID3
* xyz -1 1
C 0.34814 2.18522 0.10699
C -1.53245 2.37381 -1.19524
C -0.20175 0.68713 0.25726
N -0.36324 2.92073 -0.67923
N 0.45106 -0.38469 -0.19815
O 1.35006 2.39416 0.77948
O -2.10179 3.02387 -2.06032
O -1.89107 1.14841 -0.85152
H -0.72720 0.21647 1.23035
H 0.06098 -1.30722 -0.06433
H 1.03303 -0.04336 -1.04617
*
```

---

# 2
Entry from OMol25: C3H3N2O3 as an isolated structure at a distorted geometry (ωB97M-V with the def2-TZVPD basis set).

Summary:
maximum force: 3.62 eV/Å
HOMO-LUMO gap: 7.5 eV

Geometry as ORCA input:
```
! wB97M-V def2-TZVPD RIJCOSX def2/J DEFGRID3
* xyz -1 1
C 1.75932 1.34065 1.31363
C 0.10404 0.93383 0.33439
C 0.19666 -0.56265 0.55318
N 1.29373 -0.90305 1.23430
N 2.14773 0.14826 1.48882
O -0.43385 1.58413 -0.50275
O -0.74165 -1.34734 0.27359
O -2.54971 -1.28290 -2.26690
H 2.28977 2.31318 1.45152
H -2.44603 -0.78892 -1.48828
H -1.62000 -1.43519 -2.39150
*
```

---

# 3
Entry from OMol25: C3H3N2S as an isolated structure at a distorted geometry (ωB97M-V with the def2-TZVPD basis set).

Summary:
maximum force: 3.14 eV/Å
HOMO-LUMO gap (alpha / beta): 6.7 / 7.2 eV

Geometry as ORCA input:
```
! wB97M-V def2-TZVPD RIJCOSX def2/J DEFGRID3
* xyz 1 1
C -0.33470 -0.07250 0.24043
C 1.39416 0.05393 1.22241
C 0.65371 -0.96995 0.48425
N 0.64448 0.95308 0.78432
N -1.26286 -0.00124 -0.57300
S -2.39232 0.22956 -1.62135
H 2.37630 0.08528 1.63155
H 1.11356 -1.79629 0.04057
H -2.19233 1.51814 -2.20918
*
```

---

# 4
Entry from OMol25: C3H3N3 as an isolated structure at a distorted geometry (ωB97M-V with the def2-TZVPD basis set).

Summary:
maximum force: 7.91 eV/Å
HOMO-LUMO gap: 8.0 eV

Geometry as ORCA input:
```
! wB97M-V def2-TZVPD RIJCOSX def2/J DEFGRID3
* xyz 0 1
C 2.39482 -0.14759 0.01079
C -0.30279 -0.12973 -0.04058
C 1.09278 0.16518 -0.12797
N 3.51545 -0.41089 0.10938
N -0.01510 1.24192 -0.03585
N -2.04061 -0.79954 0.09678
H -2.01216 -1.60581 -0.51777
H -0.11538 1.71353 0.86853
H -2.51701 -0.02708 -0.36330
*
```

---

# 5
Entry from OMol25: an isolated molecule of C3H3N3 at a distorted geometry (ωB97M-V with the def2-TZVPD basis set).

Summary:
maximum force: 2.11 eV/Å
HOMO-LUMO gap: 8.1 eV

Geometry as ORCA input:
```
! wB97M-V def2-TZVPD RIJCOSX def2/J DEFGRID3
* xyz 0 1
C -1.20440 -0.28685 2.11135
C 0.30463 0.94235 -0.75638
C -1.37409 0.49348 0.96494
N -0.75111 -0.61373 3.12655
N -0.51518 0.12971 0.00181
N 1.15177 0.24359 -1.50129
H 1.69961 0.71233 -2.20093
H -0.26233 -0.87433 -0.03447
H 0.95110 -0.74657 -1.71159
*
```

---

# 6
Entry from OMol25: an isolated molecule of C3H3N3 at a distorted geometry (ωB97M-V with the def2-TZVPD basis set).

Summary:
maximum force: 2.76 eV/Å
HOMO-LUMO gap: 8.3 eV

Geometry as ORCA input:
```
! wB97M-V def2-TZVPD RIJCOSX def2/J DEFGRID3
* xyz 0 1
C 0.08632 -0.17927 -0.00021
C 0.88072 -1.27151 -0.00057
C -1.38829 -0.00059 -0.00250
N 2.82031 -0.23115 0.00157
N 1.99372 0.53436 0.00171
N 0.87117 1.00779 -0.00197
H -1.83934 -0.47046 -0.87570
H -1.83334 -0.45531 0.87956
H -1.59127 1.06614 -0.00188
*
```

---

# 7
Entry from OMol25: an isolated molecule of C3H3N3 at a distorted geometry (ωB97M-V with the def2-TZVPD basis set).

Summary:
maximum force: 8.05 eV/Å
HOMO-LUMO gap (alpha / beta): 8.9 / 9.0 eV
structure (SMILES): [H]/N=C/C(C#N)=N\[H]

Geometry as ORCA input:
```
! wB97M-V def2-TZVPD RIJCOSX def2/J DEFGRID3
* xyz 0 1
H 1.50543 -0.65726 0.13762
N 0.66542 -0.17610 0.38152
C -0.34892 -0.43788 -0.29573
C -1.59252 0.28644 -0.16736
C -2.80011 -0.25768 0.10742
N -3.84484 -0.68300 0.13411
N -1.56848 2.00484 -0.04964
H -0.58609 2.40824 -0.07274
H -0.19347 -1.16245 -1.19583
*
```

---

# 8
Entry from OMol25: a 2-piece molecular cluster, C3H3N3O overall at a distorted geometry (ωB97M-V with the def2-TZVPD basis set).

Summary:
maximum force: 1.91 eV/Å
HOMO-LUMO gap: 10.2 eV
structure (SMILES): N=C=CC=O.N#N

Geometry as ORCA input:
```
! wB97M-V def2-TZVPD RIJCOSX def2/J DEFGRID3
* xyz 0 1
N -1.62888 0.96133 -0.85295
C -0.90305 0.98458 0.11572
C -0.13308 0.85639 1.19038
C 0.90700 -0.17338 1.12324
O 1.08309 -0.89770 0.16558
H -1.38224 1.48575 -1.68807
H -0.25328 1.49504 2.05732
H 1.55995 -0.25504 2.01163
N 0.20976 -1.76799 -2.31384
N 0.54072 -2.68897 -1.80901
*
```

---

# 9
Entry from OMol25: an isolated molecule of C3H3N3O at a distorted geometry (ωB97M-V with the def2-TZVPD basis set).

Summary:
maximum force: 1.07 eV/Å
HOMO-LUMO gap (alpha / beta): 7.6 / 7.6 eV

Geometry as ORCA input:
```
! wB97M-V def2-TZVPD RIJCOSX def2/J DEFGRID3
* xyz 0 1
N 1.95425 0.49284 -0.11668
C 0.63080 0.24682 0.04158
N 1.04133 2.21923 -0.34087
N 0.14792 1.65140 0.14913
O -2.18670 0.40185 0.68228
C -1.65864 -0.62859 0.31307
C -0.23988 -0.78330 -0.02456
H 2.50005 -0.26962 -0.52902
H -2.25979 -1.54929 0.18204
H 0.11121 -1.74902 -0.37939
*
```

---

# 10
Entry from OMol25: C3H3N3O as an isolated structure at a distorted geometry (ωB97M-V with the def2-TZVPD basis set).

Summary:
maximum force: 1.89 eV/Å
HOMO-LUMO gap: 10.4 eV

Geometry as ORCA input:
```
! wB97M-V def2-TZVPD RIJCOSX def2/J DEFGRID3
* xyz 0 1
N 2.05841 -0.54952 -0.00564
C 0.81491 -0.59932 -0.06744
N -0.23525 2.73038 -0.13086
N -1.01458 2.51227 0.61703
O -0.07304 -0.03651 -1.04730
C -1.08723 -0.60799 -0.27021
C -0.33114 -1.16256 0.67978
H 2.44940 -0.02435 -0.78840
H -2.12645 -0.50144 -0.55372
H -0.45503 -1.76097 1.56676
*
```

---

# 11
Entry from OMol25: an isolated molecule of C3H3N3O (ωB97M-V with the def2-TZVPD basis set).

Summary:
maximum force: 0.48 eV/Å
HOMO-LUMO gap: 10.6 eV
structure (SMILES): O=c1[nH]n2ccn12

Geometry as ORCA input:
```
! wB97M-V def2-TZVPD RIJCOSX def2/J DEFGRID3
* xyz 0 1
O -1.65336 1.77291 0.70201
C -1.05270 0.79119 0.39925
N -1.20609 -0.15379 -0.60871
N -0.20545 -1.00065 0.00488
C 1.09692 -0.69916 -0.53166
C 1.35451 0.19913 0.41130
N 0.04207 0.04738 1.02185
H -2.10987 -0.57989 -0.77222
H 1.52870 -1.12294 -1.42510
H 2.20526 0.74582 0.79842
*
```

---

# 12
Entry from OMol25: a 2-piece molecular cluster, C3H3N3O overall at a distorted geometry (ωB97M-V with the def2-TZVPD basis set).

Summary:
maximum force: 4.07 eV/Å
HOMO-LUMO gap: 9.1 eV

Geometry as ORCA input:
```
! wB97M-V def2-TZVPD RIJCOSX def2/J DEFGRID3
* xyz 0 1
C -0.54093 -1.13063 1.78340
C 0.09476 2.32052 -0.19922
C -0.20488 -1.59016 0.59220
N -0.85890 -0.88508 2.86053
N 0.66291 -2.28254 -1.55148
N 0.28107 -1.85045 -0.45397
O -0.90134 2.41203 0.43562
H 1.02177 1.71194 0.06949
H 0.09871 2.90621 -1.27437
H 0.34683 -1.61183 -2.26219
*
```

---

# 13
Entry from OMol25: an isolated molecule of C3H3N3O at a distorted geometry (ωB97M-V with the def2-TZVPD basis set).

Summary:
maximum force: 1.01 eV/Å
HOMO-LUMO gap (alpha / beta): 8.6 / 8.0 eV
structure (SMILES): O=c1nccn[nH]1

Geometry as ORCA input:
```
! wB97M-V def2-TZVPD RIJCOSX def2/J DEFGRID3
* xyz 0 1
O 2.18656 -1.08831 -0.25789
C 1.13096 -0.58553 -0.04337
N -0.01786 -1.21480 0.48648
C -1.21281 -0.76282 -0.04457
C -1.18451 0.58511 -0.05493
N -0.07893 0.89978 0.77881
N 0.95678 0.92127 -0.10088
H -1.97504 -1.46529 -0.37788
H -1.58216 1.35157 -0.70782
H 1.77699 1.35902 0.32206
*
```

---

# 14
Entry from OMol25: a 2-piece molecular cluster, C3H3N3O overall at a distorted geometry (ωB97M-V with the def2-TZVPD basis set).

Summary:
maximum force: 2.60 eV/Å
HOMO-LUMO gap: 10.1 eV
structure (SMILES): N=C=CC=O.N#N

Geometry as ORCA input:
```
! wB97M-V def2-TZVPD RIJCOSX def2/J DEFGRID3
* xyz 0 1
N -1.42315 -0.66206 -1.66606
C -0.93610 0.07458 -0.81612
C -0.45151 0.83106 0.15770
C 0.45092 0.52324 1.40202
O 0.21429 -0.19561 2.33957
H -0.95246 -0.80328 -2.56156
H -0.73266 1.87873 0.14259
H 1.35472 1.16580 1.38430
N 1.02650 -1.85746 -0.42256
N 1.44946 -0.95501 0.04012
*
```

---

# 15
Entry from OMol25: C3H3N3O as an isolated structure (ωB97M-V with the def2-TZVPD basis set).

Summary:
maximum force: 0.83 eV/Å
HOMO-LUMO gap: 8.3 eV

Geometry as ORCA input:
```
! wB97M-V def2-TZVPD RIJCOSX def2/J DEFGRID3
* xyz 0 1
O -1.14953 1.78114 1.21761
C -0.79219 1.22390 0.24390
N 0.56998 -0.89714 1.75306
N 0.24265 -0.36326 0.68434
C 0.53272 -0.82197 -0.57532
C -0.02621 0.04047 -1.47279
N -0.73447 1.12767 -1.03527
H 0.19254 -0.28977 2.49906
H 1.10874 -1.71636 -0.76708
H 0.05577 -0.08467 -2.54752
*
```

---

# 16
Entry from OMol25: a 2-piece molecular cluster, C3H3N3O overall at a distorted geometry (ωB97M-V with the def2-TZVPD basis set).

Summary:
maximum force: 3.61 eV/Å
HOMO-LUMO gap (alpha / beta): 8.2 / 7.4 eV

Geometry as ORCA input:
```
! wB97M-V def2-TZVPD RIJCOSX def2/J DEFGRID3
* xyz 0 1
C 0.65669 -0.02135 -1.74757
C -2.43408 -1.66075 0.05737
C 1.31618 1.25926 1.32097
N 0.54860 -0.33902 -2.86495
N -1.84250 -1.24770 0.92522
N 0.50235 0.37416 -0.52656
O 1.48259 0.50708 0.31116
H -2.92521 -1.88167 -0.89015
H 2.15531 0.99296 1.94348
H 0.54007 2.01702 1.47103
*
```

---

# 17
Entry from OMol25: an isolated molecule of C3H3N3O at a distorted geometry (ωB97M-V with the def2-TZVPD basis set).

Summary:
maximum force: 1.21 eV/Å
HOMO-LUMO gap: 10.0 eV
structure (SMILES): N=C=N/C=N/C=O

Geometry as ORCA input:
```
! wB97M-V def2-TZVPD RIJCOSX def2/J DEFGRID3
* xyz 0 1
N -2.36526 -1.15993 0.56749
C -1.88581 -0.20762 0.01110
N -1.28969 0.76720 -0.46403
C 0.08750 0.78347 -0.45739
N 0.73878 -0.18466 0.07035
C 2.12755 -0.06178 0.17025
O 2.76678 0.96339 0.10666
H -3.30116 -1.50594 0.54268
H 0.54544 1.65402 -0.92795
H 2.57588 -1.04814 0.38083
*
```

---

# 18
Entry from OMol25: an isolated molecule of C3H3N3O at a distorted geometry (ωB97M-V with the def2-TZVPD basis set).

Summary:
maximum force: 6.33 eV/Å
HOMO-LUMO gap: 9.3 eV
structure (SMILES): [H]/N=c1\cconn1

Geometry as ORCA input:
```
! wB97M-V def2-TZVPD RIJCOSX def2/J DEFGRID3
* xyz 0 1
H 2.39705 -0.68403 -1.41665
N 1.97545 0.28086 -0.94968
C 0.88918 0.26217 -0.14925
C -0.00258 -0.87418 0.12894
C -1.24009 -0.35745 0.42677
O -1.64713 0.83957 0.53222
N -0.71557 1.87857 0.53616
N 0.31610 1.68301 0.02909
H 0.26335 -2.03205 0.36056
H -2.23576 -0.99647 0.50185
*
```

---

# 19
Entry from OMol25: an isolated molecule of C3H3N3O at a distorted geometry (ωB97M-V with the def2-TZVPD basis set).

Summary:
maximum force: 7.27 eV/Å
HOMO-LUMO gap: 12.0 eV
structure (SMILES): N#CC(N)(O)C#N

Geometry as ORCA input:
```
! wB97M-V def2-TZVPD RIJCOSX def2/J DEFGRID3
* xyz 0 1
N -2.52488 1.70258 0.00003
C -1.77002 0.87890 -0.01210
C -0.48894 -0.34286 0.20759
N 0.41453 -0.04358 -0.78326
O -0.06519 -0.06353 1.48232
C -1.24843 -1.60987 -0.06671
N -1.78130 -2.64972 -0.26873
H 0.87348 0.71723 -0.41584
H 1.18000 -0.67076 -0.90141
H -0.56272 -0.38154 2.27606
*
```

---

# 20
Entry from OMol25: a 2-piece molecular cluster, C3H3N3O overall at a distorted geometry (ωB97M-V with the def2-TZVPD basis set).

Summary:
maximum force: 4.61 eV/Å
HOMO-LUMO gap (alpha / beta): 8.5 / 8.4 eV

Geometry as ORCA input:
```
! wB97M-V def2-TZVPD RIJCOSX def2/J DEFGRID3
* xyz 0 3
C -0.63192 -1.16540 2.04538
C -0.31463 -1.35782 -1.66200
C -0.35963 1.54306 0.96801
N -0.17491 -2.07723 2.58654
N 0.58792 -0.72878 -1.37063
N -1.42908 -0.42633 1.34160
O -1.38561 0.78679 0.95507
H -1.13194 -1.91270 -1.80481
H 0.55189 1.31710 1.41246
H -0.68262 2.36566 0.35824
*
```